w.
{
  "formula": "C4H3NaO5",
  "method": "wB97M-V/def2-TZVPD",
  "charge": 0,
  "homo_ev": [-6.94, -6.95],
  "mol_weight_g_mol": 154.05,
  "multiplicity": 1,
  "gap_ev": [5.89, 5.90],
  "symbols": ["C", "C", "O", "C", "O", "O", "H", "H", "H", "O", "O", "C", "Na"],
  "xyz": [[-0.784, -1.016, -0.402], [0.535, -0.835, -0.402], [0.991, 0.407, 0.081], [1.783, 0.460, 1.148], [1.874, -0.350, 2.034], [2.270, 1.696, 1.184], [-1.081, -1.957, 0.078], [1.340, -1.488, -0.741], [2.654, 1.875, 2.052], [-2.710, -0.776, -2.848], [-2.626, 0.800, -1.201], [-2.331, -0.126, -1.930], [-1.914, 1.309, 0.948]],
  "lowdin_charge": [-0.048, -0.221, -0.009, -0.655, 0.119, 0.136, 0.024, 0.113, 0.133, 0.152, -0.025, -0.447, 0.729]
}

x.
{
  "formula": "C4H3NaO5",
  "method": "wB97M-V/def2-TZVPD",
  "charge": 0,
  "homo_ev": -8.52,
  "mol_weight_g_mol": 154.05,
  "multiplicity": 1,
  "gap_ev": 7.54,
  "symbols": ["C", "C", "O", "C", "O", "O", "H", "H", "H", "O", "O", "C", "Na"],
  "xyz": [[0.239, -0.224, 1.719], [-0.711, -0.032, 0.806], [-0.387, 0.435, -0.456], [-1.241, 0.304, -1.479], [-2.368, -0.096, -1.420], [-0.557, 0.641, -2.568], [-0.131, -0.377, 2.735], [-1.740, -0.382, 0.890], [-1.158, 0.815, -3.306], [2.306, -1.192, 2.446], [2.266, -0.268, 0.409], [1.737, -0.669, 1.477], [1.745, 1.046, -1.252]],
  "lowdin_charge": [0.044, -0.092, 0.001, -0.604, 0.164, 0.147, 0.108, 0.132, 0.151, 0.000, -0.119, -0.666, 0.735]
}

x is preferred energetically. Next in line: 0.1179 hartree higher.

w.
{
  "formula": "C5H7N5",
  "method": "wB97M-V/def2-TZVPD",
  "charge": 0,
  "homo_ev": [-8.54, -8.54],
  "mol_weight_g_mol": 137.15,
  "multiplicity": 1,
  "gap_ev": [8.07, 8.07],
  "symbols": ["C", "C", "C", "C", "C", "N", "N", "N", "N", "N", "H", "H", "H", "H", "H", "H", "H"],
  "xyz": [[-0.251, 0.033, 1.129], [1.364, -1.152, -0.013], [-2.609, 0.764, 1.168], [0.332, -0.260, -2.128], [-1.105, 0.974, 1.412], [0.502, -0.905, 1.074], [2.684, -0.860, 0.440], [3.217, -0.015, -0.298], [2.498, 0.407, -1.316], [1.292, -0.237, -1.259], [1.414, -2.306, -0.246], [-2.784, 1.192, 0.291], [-3.028, 1.254, 2.054], [-2.985, -0.203, 1.105], [0.406, 0.560, -2.933], [-0.352, -1.089, -2.121], [-0.596, 1.842, 1.641]],
  "lowdin_charge": [-0.129, -0.340, -0.054, 0.064, -0.092, 0.147, -0.012, -0.069, -0.010, -0.134, 0.182, 0.018, 0.086, 0.058, 0.121, 0.081, 0.085]
}

x.
{
  "formula": "C5H7N5",
  "method": "wB97M-V/def2-TZVPD",
  "charge": 0,
  "homo_ev": -9.81,
  "mol_weight_g_mol": 137.15,
  "multiplicity": 1,
  "gap_ev": 10.49,
  "symbols": ["C", "C", "C", "C", "C", "N", "N", "N", "N", "N", "H", "H", "H", "H", "H", "H", "H"],
  "xyz": [[1.423, -2.730, 0.617], [1.605, -1.566, 0.488], [-2.708, 1.541, 0.771], [1.764, -0.109, 0.167], [0.464, 0.305, -0.660], [-2.021, -1.917, -0.250], [-2.322, 2.624, 0.832], [-1.381, -0.975, -0.205], [-0.707, -0.050, 0.112], [0.541, 1.750, -0.928], [1.400, -3.808, 0.864], [-3.095, 0.637, 1.043], [2.718, -0.145, -0.365], [1.835, 0.480, 1.051], [0.288, -0.270, -1.577], [0.141, 2.247, -0.132], [0.055, 1.986, -1.827]],
  "lowdin_charge": [0.080, -0.171, -0.097, -0.120, -0.381, 0.212, 0.069, -0.238, 0.032, 0.042, 0.050, 0.020, 0.115, 0.099, 0.143, 0.052, 0.095]
}

x is preferred energetically. Next in line: 0.0317 hartree higher.

w.
{
  "formula": "C2H4O3S2",
  "method": "wB97M-V/def2-TZVPD",
  "charge": 0,
  "homo_ev": -8.65,
  "mol_weight_g_mol": 140.19,
  "multiplicity": 1,
  "gap_ev": 9.26,
  "symbols": ["C", "C", "O", "O", "O", "S", "S", "H", "H", "H", "H"],
  "xyz": [[-0.430, 0.453, -0.332], [-0.207, -0.872, -0.484], [0.494, 3.032, 1.227], [-1.899, 2.921, 2.000], [-1.085, 1.058, 0.726], [-1.131, -1.881, 0.590], [-1.144, 2.756, 0.808], [0.635, 3.485, 2.034], [0.100, 1.319, -0.931], [0.471, -1.399, -1.147], [-1.568, -2.743, -0.324]],
  "lowdin_charge": [-0.309, -0.507, -0.269, -0.384, -0.349, 0.749, 0.978, 0.033, 0.136, 0.067, -0.145]
}

x.
{
  "formula": "C2H4O3S2",
  "method": "wB97M-V/def2-TZVPD",
  "charge": 0,
  "homo_ev": [-8.50, -8.58],
  "mol_weight_g_mol": 140.19,
  "multiplicity": 1,
  "gap_ev": [7.51, 8.41],
  "symbols": ["C", "C", "O", "O", "O", "S", "S", "H", "H", "H", "H"],
  "xyz": [[1.359, 1.095, -0.104], [-0.014, -0.834, 0.567], [-1.036, 0.379, -1.454], [-2.088, 0.769, 0.805], [0.248, 1.590, 0.482], [-0.548, -2.390, 0.171], [-0.951, 0.499, -0.026], [2.290, 0.953, 0.404], [1.221, 0.679, -1.209], [0.431, -0.611, 1.468], [-0.913, -2.129, -1.104]],
  "lowdin_charge": [-0.072, -0.671, -0.293, -0.258, -0.245, 0.818, 0.593, 0.076, 0.122, 0.022, -0.094]
}

w is preferred energetically. Next in line: 0.0850 hartree higher.

w.
{
  "formula": "CH6O4",
  "method": "wB97M-V/def2-TZVPD",
  "charge": 0,
  "homo_ev": -10.64,
  "mol_weight_g_mol": 82.05,
  "smiles": "O=CO.O.O",
  "multiplicity": 1,
  "gap_ev": 10.68,
  "symbols": ["O", "C", "O", "H", "H", "O", "H", "H", "O", "H", "H"],
  "xyz": [[-0.171, 1.588, -0.336], [0.200, 0.489, -0.726], [-0.201, -0.573, -0.140], [1.012, 0.255, -1.505], [-0.278, -1.437, -0.625], [1.216, -2.930, -1.495], [1.862, -3.497, -1.903], [1.438, -3.189, -0.534], [-1.178, 2.117, 2.560], [-1.832, 1.370, 2.498], [-0.727, 1.944, 1.715]],
  "lowdin_charge": [0.048, -0.415, 0.092, 0.161, 0.123, -0.079, 0.027, 0.095, -0.095, 0.054, -0.009]
}

x.
{
  "formula": "CH6O4",
  "method": "wB97M-V/def2-TZVPD",
  "charge": 0,
  "homo_ev": -10.07,
  "mol_weight_g_mol": 82.05,
  "smiles": "OCO.OO",
  "multiplicity": 1,
  "gap_ev": 10.72,
  "symbols": ["O", "C", "O", "H", "H", "H", "H", "O", "O", "H", "H"],
  "xyz": [[-1.458, -0.431, 0.021], [-1.115, 0.892, 0.079], [0.278, 0.955, 0.607], [-0.715, -0.941, -0.359], [-1.816, 1.398, 0.756], [-1.134, 1.369, -0.921], [0.371, 1.931, 0.622], [1.979, -0.856, -0.265], [0.947, -1.769, -0.571], [1.486, 0.007, 0.069], [1.176, -2.555, -0.037]],
  "lowdin_charge": [-0.024, -0.280, -0.084, 0.064, 0.127, 0.128, 0.110, -0.123, -0.116, 0.083, 0.114]
}

w is preferred energetically. Next in line: 0.1075 hartree higher.